{
  "formula": "C41H54KN11O",
  "method": "ωB97M-V/def2-TZVPD",
  "species": ["C", "H", "H", "N", "H", "H", "C", "C", "H", "H", "H", "C", "C", "H", "H", "C", "N", "H", "H", "C", "N", "C", "K", "H", "H", "H", "C", "H", "H", "C", "H", "H", "C", "C", "C", "C", "H", "H", "C", "H", "C", "C", "H", "H", "C", "C", "N", "N", "N", "C", "H", "C", "H", "H", "H", "C", "C", "C", "H", "H", "H", "H", "O", "C", "C", "H", "H", "H", "H", "H", "C", "H", "H", "C", "H", "N", "C", "H", "C", "H", "H", "H", "N", "H", "C", "C", "H", "H", "N", "C", "H", "H", "C", "C", "C", "H", "C", "C", "C", "C", "C", "N", "N", "H", "H", "H", "H", "H"],
  "xyz": [[-2.4920, 1.0510, -0.8590], [-0.9202, -0.4080, 1.4654], [7.2282, -0.9084, -0.7758], [-1.4041, -0.8993, -1.7906], [4.6570, -3.6062, 0.1139], [-5.8229, -2.0931, 0.4624], [1.2786, -0.7439, 2.7838], [5.8455, -0.5456, 1.3866], [-6.2602, -3.7964, 0.5538], [-6.9069, -3.5130, -1.9337], [1.7076, 4.1263, 4.1897], [-3.6446, -1.1640, -0.9986], [1.1675, -1.0442, -5.1044], [3.1929, -4.1550, -0.7142], [5.8863, 3.4834, -0.9971], [3.1461, -0.2693, 4.3597], [3.3193, -0.1653, -0.0692], [-5.8490, 2.8468, -2.2331], [-3.8595, -5.1989, -0.5705], [-1.2660, 2.7960, -0.0660], [5.4168, -1.2786, 0.2143], [2.6463, -1.9730, -2.0464], [1.2336, 0.9702, -1.0707], [7.0268, -2.5842, -0.2340], [0.8104, 1.8369, 3.8031], [-0.0493, -1.5182, 0.4129], [3.1461, 1.9038, 1.3084], [1.3344, -3.2705, 1.4176], [-4.6554, -3.2675, 1.0834], [4.0986, -3.5513, -0.8171], [1.6651, -2.2238, -1.6198], [4.7041, -3.9878, -1.6161], [1.0034, 1.3740, -5.7892], [2.1158, 3.5179, 3.3908], [3.0912, 4.0163, 2.5828], [-4.6417, -4.8508, -1.2519], [-4.7934, 4.0660, -2.9580], [0.0963, -3.8279, 2.5612], [-5.9918, -2.9364, -2.0954], [2.8140, -2.5958, -2.9256], [-3.6098, 1.8578, -0.9914], [4.6260, 3.7797, 0.6869], [-4.5036, -0.7000, -0.5295], [-3.6746, 5.8656, -1.4082], [0.8834, -3.0889, 2.4037], [-2.5181, -3.0213, -1.9263], [1.4889, 0.1811, 1.9217], [0.8393, 2.1686, -6.6048], [1.1758, -2.1770, -5.3152], [3.7565, 1.1316, 0.2428], [-6.6409, 4.3766, 0.3144], [-5.4393, -3.1075, 0.3383], [3.6680, 0.0949, 3.4853], [6.5160, -1.1747, 1.9766], [2.9625, 0.5848, 5.0183], [-5.4741, 3.8665, -2.1265], [1.1839, 0.3621, -4.7830], [-2.3323, 3.6750, -0.1620], [-5.6545, -3.1088, -3.1202], [-2.1884, 4.7075, 0.1208], [-6.0905, 2.6946, 0.2692], [-4.3425, -5.1008, -2.2727], [1.3263, 1.8668, -3.1569], [4.1390, -1.1373, -0.2993], [-4.4218, 5.5783, -0.6651], [3.4708, 5.0218, 2.7220], [-2.4460, -4.0564, -2.2301], [-6.3309, 4.5391, -2.2186], [2.6237, -0.9367, -2.3668], [-4.5181, 1.4310, -1.3984], [5.1422, 3.0512, -0.3388], [-4.0371, 5.8323, 0.3246], [5.1010, 1.1610, -1.3910], [1.6154, 2.2173, 3.1843], [-6.2346, -1.8760, -1.9932], [3.7339, -2.1755, -1.1012], [6.5028, -1.7192, -0.6503], [4.9553, 4.7958, 0.8683], [-4.7847, 4.0975, -0.7759], [-5.3147, 6.1840, -0.8323], [-0.3075, 3.1523, 0.3114], [6.3690, 0.3806, 1.1315], [1.9168, -0.9413, 3.9923], [4.9861, -0.2954, 1.9975], [-0.5521, -1.4271, 1.3804], [-1.4296, -2.1837, -2.1362], [6.1175, -1.9865, -1.6302], [1.2862, -0.9910, 5.9831], [0.3419, -1.7354, 2.4840], [4.7020, 1.7309, -0.5598], [-1.3971, -2.1215, 1.4010], [-5.2867, 3.8566, 1.3329], [-5.7581, 3.7325, 0.3550], [1.2804, -1.6361, 5.1004], [3.6235, 3.2293, 1.5274], [-0.5367, -2.5688, -2.6210], [-4.9165, -3.3556, -1.0835], [2.0999, 1.4087, 2.1812], [-3.6648, -2.5159, -1.3345], [-3.5491, 3.2074, -0.6467], [-2.5171, -0.3992, -1.2407], [-1.3260, 1.5111, -0.4050], [1.3306, 0.6589, -3.5064], [3.7951, -0.9783, 4.8801], [1.6495, -3.2378, 3.1608], [0.2532, -1.8814, 4.8505], [-5.5541, -5.4115, -1.0343], [1.8147, -2.5565, 5.3564]],
  "forces_ev_per_angstrom": [[0.201, -0.276, -0.094], [0.000, -0.020, 0.016], [-0.012, 0.004, 0.004], [-0.069, -0.058, 0.002], [0.014, 0.006, 0.005], [0.036, -0.038, -0.004], [0.157, -0.016, -0.013], [-0.015, -0.089, -0.030], [0.031, 0.048, -0.013], [0.044, 0.029, 0.000], [0.002, -0.034, -0.017], [-0.172, -0.022, -0.002], [0.063, 0.638, 0.105], [-0.009, -0.012, 0.007], [-0.017, -0.032, 0.011], [-0.068, -0.096, -0.001], [0.428, -0.034, 0.179], [0.027, 0.052, 0.016], [-0.057, 0.037, -0.036], [0.057, -0.083, 0.052], [0.108, 0.032, -0.081], [0.180, -0.088, 0.213], [-0.677, -0.589, 1.724], [-0.009, 0.015, 0.034], [0.016, 0.020, -0.002], [0.017, 0.005, -0.031], [0.030, -0.188, 0.026], [-0.010, 0.020, 0.018], [-0.036, -0.016, -0.043], [-0.064, 0.086, -0.036], [0.068, 0.009, 0.026], [-0.007, -0.002, -0.024], [-0.016, -0.378, 0.133], [-0.108, -0.088, 0.052], [0.061, -0.053, -0.101], [0.016, -0.074, 0.010], [-0.029, -0.005, 0.051], [-0.047, 0.051, -0.014], [-0.041, 0.039, -0.043], [-0.043, -0.033, 0.013], [-0.107, 0.043, -0.014], [-0.079, 0.007, 0.115], [0.032, -0.024, -0.010], [-0.033, -0.014, 0.006], [-0.014, -0.002, -0.006], [0.078, -0.057, -0.018], [0.043, 0.138, 0.059], [0.032, 0.021, 0.013], [-0.044, -0.009, 0.016], [0.066, -0.083, 0.266], [0.044, -0.034, -0.006], [-0.012, -0.042, 0.061], [0.016, 0.011, -0.093], [0.010, -0.025, -0.017], [0.009, 0.020, 0.018], [-0.010, 0.023, -0.087], [-0.063, -0.220, -0.302], [-0.066, -0.068, -0.058], [-0.008, 0.007, 0.048], [-0.013, -0.023, 0.001], [0.026, 0.046, 0.002], [-0.024, 0.037, 0.058], [0.058, 0.940, -1.496], [-0.048, 0.001, -0.073], [-0.019, 0.068, 0.017], [-0.004, -0.039, -0.005], [0.010, 0.037, 0.001], [0.046, -0.034, 0.006], [0.020, -0.097, -0.048], [0.034, 0.036, 0.033], [-0.021, -0.163, -0.105], [-0.011, -0.017, -0.014], [0.014, 0.010, 0.006], [0.010, 0.187, -0.001], [0.005, -0.043, -0.012], [0.030, 0.085, 0.029], [-0.058, 0.010, 0.065], [-0.012, -0.026, 0.012], [0.046, -0.068, 0.002], [0.027, -0.016, 0.005], [-0.069, -0.035, -0.019], [0.001, 0.023, -0.003], [0.000, 0.110, 0.083], [-0.043, 0.006, 0.021], [-0.015, -0.084, -0.006], [0.033, 0.192, -0.024], [-0.011, -0.002, 0.000], [-0.020, 0.017, 0.013], [0.013, -0.059, -0.004], [0.079, 0.171, 0.008], [0.065, 0.007, 0.014], [-0.017, 0.009, -0.034], [-0.025, -0.021, 0.032], [0.012, 0.088, -0.093], [-0.044, -0.028, -0.021], [-0.015, 0.041, 0.023], [0.071, 0.017, -0.026], [0.105, -0.063, -0.200], [-0.159, -0.029, 0.035], [-0.089, 0.016, -0.017], [0.153, 0.179, 0.038], [-0.093, 0.347, 0.153], [-0.023, -0.282, -0.511], [-0.007, -0.011, 0.002], [-0.026, -0.019, -0.038], [0.000, -0.009, -0.012], [0.057, 0.024, -0.002], [0.008, 0.003, 0.000]],
  "e_homo_ev": -7.40,
  "gap_ev": 7.608,
  "e_lumo_ev": 0.21
}

{
  "formula": "C5H17N2O",
  "method": "ωB97M-V/def2-TZVPD",
  "species": ["H", "C", "C", "H", "N", "H", "H", "H", "H", "C", "H", "H", "N", "H", "H", "O", "H", "H", "C", "C", "H", "H", "H", "H", "H"],
  "xyz": [[1.9367, 2.1157, 1.0699], [2.7519, 0.4569, 0.0748], [-2.5936, -0.9664, -0.3290], [-2.2631, -1.9730, -0.0854], [1.7423, 1.1540, 0.8052], [3.7430, 0.7477, 0.4248], [2.8611, 1.8756, -1.5856], [-2.5310, 0.9111, 0.7892], [-2.2803, -0.4965, 1.7691], [2.6040, -1.0428, 0.3673], [1.7808, 0.3695, -1.8026], [3.4935, -1.5782, 0.0462], [-4.2460, -0.0641, 1.2823], [-1.7235, -0.3956, -0.8197], [0.8196, 1.0968, 0.3398], [-0.2958, 0.3478, -0.7221], [1.7187, -1.4316, -0.1331], [3.5549, 0.3111, -1.9296], [-2.8543, -0.1214, 0.9222], [2.7130, 0.8056, -1.4411], [-4.6091, -0.9687, 1.5748], [-0.6877, 0.8274, -1.4774], [-4.8108, 0.1671, 0.4676], [2.5867, -1.1724, 1.4424], [-3.4109, -0.9756, -1.0500]],
  "forces_ev_per_angstrom": [[0.315, 0.008, -0.050], [0.555, -0.570, 0.768], [-0.624, -0.315, 0.905], [0.002, -0.059, -0.233], [-0.112, 0.610, -1.025], [-0.029, 0.436, 0.168], [-0.481, -0.038, -0.125], [0.105, -0.081, -0.240], [0.028, -0.147, -0.078], [0.188, 0.337, -0.335], [-0.127, 0.425, -0.186], [0.002, -0.021, -0.420], [-0.414, -1.209, -0.894], [1.270, 0.392, 0.060], [-0.758, -0.740, 0.401], [-0.976, -0.239, -0.130], [-0.019, -0.237, 0.213], [-0.049, -0.067, 0.071], [0.380, 1.028, 0.515], [0.595, -0.393, 0.129], [0.109, 0.045, 0.354], [0.472, 0.313, -0.027], [-0.124, 0.546, 0.216], [-0.418, -0.110, 0.156], [0.114, 0.085, -0.213]],
  "e_homo_ev": -13.01,
  "gap_ev": 3.947,
  "total_charge": 1,
  "de_lowest_kj_mol": 725.0,
  "e_lumo_ev": -9.06
}

{
  "formula": "H12NaO6",
  "method": "ωB97M-V/def2-TZVPD",
  "species": ["H", "O", "O", "H", "Na", "H", "H", "H", "H", "H", "H", "O", "H", "H", "H", "O", "O", "O", "H"],
  "xyz": [[1.5235, -2.2777, 0.2790], [0.7432, -0.5337, -1.9914], [1.3790, 1.7592, 0.3430], [1.5133, 2.1389, -0.5458], [-0.0789, -0.1234, 0.2593], [-2.1663, 1.3905, -1.8159], [-0.8879, 2.0640, -1.4787], [-0.1154, -0.6245, -2.4089], [-2.0059, -1.5032, 0.5717], [-0.8393, -0.5133, 2.7806], [-1.0201, -2.5401, 0.7736], [-1.5002, 1.4120, -1.1448], [1.0268, 0.2961, -2.2137], [-1.1187, 0.9127, 2.2848], [2.4804, -1.1889, 0.1620], [-1.3373, -1.9526, 0.0829], [1.7767, -1.4835, 0.7187], [-0.4163, 0.2862, 2.4833], [1.0434, 2.4813, 0.8603]],
  "forces_ev_per_angstrom": [[-0.354, -1.210, -0.407], [-1.095, -3.074, 1.159], [-0.038, -0.368, -1.308], [0.204, -0.082, 0.672], [0.766, 0.335, -0.362], [-0.955, -0.160, -0.551], [0.280, 0.445, 0.018], [-0.168, -0.202, -0.212], [-1.490, 0.590, 0.218], [-0.292, -0.364, 0.580], [0.340, -0.662, -0.141], [0.587, -0.271, 0.649], [1.325, 3.213, -1.150], [-0.268, 0.130, 0.456], [0.997, 0.616, -0.399], [0.588, -0.391, 0.030], [-0.539, 0.416, 0.800], [0.196, 0.400, -0.637], [-0.085, 0.640, 0.587]],
  "e_homo_ev": -15.45,
  "gap_ev": 11.785,
  "total_charge": 1,
  "de_lowest_kj_mol": 96.0,
  "e_lumo_ev": -3.66
}

{
  "formula": "CH7N5P",
  "method": "ωB97M-V/def2-TZVPD",
  "species": ["H", "N", "N", "H", "H", "N", "C", "N", "H", "N", "H", "P", "H", "H"],
  "xyz": [[1.3513, -1.5067, 1.1696], [2.2317, -1.1519, 0.7926], [-0.1845, 0.2416, 0.6168], [2.3235, 1.4110, -1.3244], [-2.5054, -0.0038, -1.0121], [-0.6966, 1.4775, 0.4160], [2.1774, -0.2179, -0.0583], [2.4376, 0.4881, -0.9607], [-1.7055, 1.5456, 0.3353], [-2.2318, -0.8859, -0.5951], [-0.3240, 2.1441, 1.0804], [-0.7260, -1.1357, 0.0590], [-2.7256, -1.6792, -0.9805], [3.1161, -1.5048, 1.1390]],
  "forces_ev_per_angstrom": [[0.407, 0.022, 0.070], [-0.188, -1.022, 1.070], [0.242, -0.790, -0.392], [0.068, 0.397, -0.042], [-0.059, -0.152, 0.066], [0.027, 0.514, -0.001], [0.501, 1.488, -1.650], [-0.418, -0.874, 0.783], [0.034, -0.064, 0.110], [0.212, 0.078, -0.224], [-0.141, -0.068, -0.037], [-0.679, 0.316, 0.259], [-0.009, 0.056, 0.029], [0.004, 0.097, -0.041]],
  "e_homo_ev": -12.33,
  "gap_ev": 8.594,
  "total_charge": 1,
  "de_lowest_kj_mol": 54.7,
  "e_lumo_ev": -3.73
}

{
  "formula": "C3H7N2O3",
  "method": "ωB97M-V/def2-TZVPD",
  "species": ["O", "H", "N", "H", "C", "C", "C", "H", "H", "O", "H", "H", "N", "O", "H"],
  "xyz": [[1.4622, -1.9402, 0.1738], [1.6553, 1.9083, 1.5072], [1.6067, -0.6281, 0.1604], [-1.0854, -2.6130, -1.1158], [0.9028, 1.6158, 0.8378], [0.7639, 0.1234, 0.7993], [-1.2755, -2.0884, -0.0924], [-0.0517, 1.9294, 1.0907], [1.1977, 1.9836, -0.0669], [-2.4236, -0.2416, 0.6458], [-1.8428, -2.6838, 0.6471], [0.0571, -2.0428, 0.0710], [-1.6472, -0.7893, -0.2717], [2.6161, -0.0763, -0.4136], [-0.0880, -0.3347, 1.3451]],
  "forces_ev_per_angstrom": [[-0.785, -0.201, -0.422], [0.963, 0.536, 1.368], [0.711, 1.345, 0.663], [-0.642, 0.935, 1.621], [-0.142, -2.856, 0.537], [-0.919, -0.098, 0.916], [0.873, -1.316, -1.460], [-1.700, 1.261, 0.702], [0.615, 0.959, -2.684], [2.493, -2.186, -2.698], [0.397, 0.288, -0.177], [-0.164, -0.042, 0.304], [-2.641, 2.049, 2.106], [-0.248, -0.946, -0.237], [1.189, 0.272, -0.539]],
  "e_homo_ev": -3.78,
  "gap_ev": 7.916,
  "total_charge": -1,
  "de_lowest_kj_mol": 878.9,
  "e_lumo_ev": 4.14
}